(i)
This record from OMol25 describes a cluster of 2 separate species, C5H14 in total. The level of theory is wB97M-V/def2-TZVPD.

Geometry as ORCA input:
```
! RIJCOSX wB97M-V def2-TZVPD def2/J DEFGRID3
* xyz 0 1
H -1.21 2.31 2.52
H -1.09 2.09 0.85
H 0.42 4.04 1.35
C -1.29 -1.97 -1.44
H -0.16 -0.99 0.18
H 1.24 2.60 0.63
C 1.21 -1.72 -1.30
H -1.01 -1.78 -2.49
H 1.37 2.98 2.30
C -0.53 2.00 1.75
H 1.28 -0.72 -1.77
C 0.65 2.97 1.48
H -1.92 -1.06 -1.34
H -1.81 -2.92 -1.31
H 1.21 -2.43 -2.15
C -0.06 -1.81 -0.53
H -0.29 0.99 2.06
H 2.18 -1.78 -0.81
H -0.19 -2.80 0.00
*
```

The value obtained for the frontier orbital gap is 11.99 eV. For the lowest unoccupied orbital energy, the calculation gives 0.039 Ha. Its SMILES is CCC.CC.

Now the Mulliken charges, all in e: atom 1 (H): 0.35, atom 2 (H): 0.24, atom 3 (H): 0.28, atom 4 (C): -1.03, atom 5 (H): 0.00, atom 6 (H): 0.24, atom 7 (C): -1.28, atom 8 (H): 0.29, atom 9 (H): 0.28, atom 10 (C): -0.79, atom 11 (H): 0.31, atom 12 (C): -0.84, atom 13 (H): 0.27, atom 14 (H): 0.31, atom 15 (H): 0.35, atom 16 (C): 0.25, atom 17 (H): 0.24, atom 18 (H): 0.34, atom 19 (H): 0.18



(ii)
This record from OMol25 describes a cluster of 2 separate species, C5H14 in total. The level of theory is wB97M-V/def2-TZVPD.

Geometry as ORCA input:
```
! RIJCOSX wB97M-V def2-TZVPD def2/J DEFGRID3
* xyz 0 1
H -2.38 -0.43 -0.92
H -0.91 0.47 2.06
H 3.05 -0.02 1.10
H -1.09 -0.07 -3.62
H 0.63 -1.17 2.44
H -0.57 -0.15 -0.95
C -1.46 -0.49 -1.52
H 1.59 0.03 0.02
H 1.90 0.11 3.02
C 1.94 -0.45 0.90
C 1.19 -0.31 2.14
H -1.59 1.37 -2.52
H -2.67 0.12 -3.26
H 0.19 1.19 0.85
C 0.12 0.79 1.84
C -1.66 0.34 -2.80
H 0.70 1.70 2.39
H 2.15 -1.51 0.69
H -1.13 -1.51 -1.88
*
```

The value obtained for the frontier orbital gap is 11.53 eV. For the lowest unoccupied orbital energy, the calculation gives 0.040 Ha. Its SMILES is CCC.CC.

Now the Mulliken charges, all in e: atom 1 (H): 0.28, atom 2 (H): 0.27, atom 3 (H): 0.26, atom 4 (H): 0.30, atom 5 (H): 0.26, atom 6 (H): -0.08, atom 7 (C): -0.38, atom 8 (H): 0.32, atom 9 (H): 0.28, atom 10 (C): -1.07, atom 11 (C): -0.16, atom 12 (H): 0.31, atom 13 (H): 0.26, atom 14 (H): 0.30, atom 15 (C): -0.99, atom 16 (C): -0.94, atom 17 (H): 0.24, atom 18 (H): 0.25, atom 19 (H): 0.27



(iii)
This record from OMol25 describes a cluster of 2 separate species, C5H14 in total. The level of theory is wB97M-V/def2-TZVPD.

Geometry as ORCA input:
```
! RIJCOSX wB97M-V def2-TZVPD def2/J DEFGRID3
* xyz 0 1
H -1.87 -1.80 -1.00
C 1.72 -0.48 0.67
H 0.94 -0.94 0.06
H 0.92 1.51 0.36
H -1.57 -0.18 -0.37
H -0.28 1.80 2.38
H 2.60 -0.30 0.06
C -0.91 -0.30 -2.42
H -1.41 0.25 -3.23
H -0.74 0.26 1.70
C -1.80 -0.75 -1.28
H -2.84 -0.44 -1.43
C 0.09 0.80 2.16
H -0.51 -1.12 -3.02
H 0.34 0.36 3.12
H -0.02 0.23 -2.11
H 2.10 1.39 1.69
H 1.99 -1.17 1.47
C 1.27 0.87 1.19
*
```

The value obtained for the frontier orbital gap is 12.66 eV. For the lowest unoccupied orbital energy, the calculation gives 0.043 Ha. Its SMILES is CCC.CC.

Now the Mulliken charges, all in e: atom 1 (H): 0.31, atom 2 (C): -0.97, atom 3 (H): 0.17, atom 4 (H): 0.21, atom 5 (H): -0.02, atom 6 (H): 0.30, atom 7 (H): 0.28, atom 8 (C): -0.86, atom 9 (H): 0.33, atom 10 (H): 0.25, atom 11 (C): -0.61, atom 12 (H): 0.35, atom 13 (C): -1.14, atom 14 (H): 0.28, atom 15 (H): 0.36, atom 16 (H): 0.23, atom 17 (H): 0.33, atom 18 (H): 0.38, atom 19 (C): -0.18



(iv)
This record from OMol25 describes a cluster of 2 separate species, C5H14 in total. The level of theory is wB97M-V/def2-TZVPD.

Geometry as ORCA input:
```
! RIJCOSX wB97M-V def2-TZVPD def2/J DEFGRID3
* xyz 0 1
H 0.48 3.33 -0.44
H 0.32 -3.78 0.70
H 0.91 -1.92 2.41
H 1.87 2.31 -0.07
H -0.56 -1.09 1.88
H -0.60 -2.67 2.61
H 0.64 0.34 -1.01
H -1.80 2.19 -0.79
C 0.08 1.19 -0.62
C 0.16 -2.71 0.55
H -1.85 0.51 -1.37
C 1.00 2.41 -0.71
H -0.59 -2.49 -0.20
H -1.12 1.77 -2.34
H 1.31 2.63 -1.73
C -1.24 1.41 -1.32
H 1.10 -2.38 0.10
H -0.06 0.98 0.44
C -0.04 -2.05 1.91
*
```

The value obtained for the frontier orbital gap is 12.45 eV. For the lowest unoccupied orbital energy, the calculation gives 0.041 Ha. Its SMILES is CCC.CC.

Now the Mulliken charges, all in e: atom 1 (H): 0.33, atom 2 (H): 0.32, atom 3 (H): 0.25, atom 4 (H): 0.34, atom 5 (H): 0.24, atom 6 (H): 0.32, atom 7 (H): 0.23, atom 8 (H): 0.32, atom 9 (C): 0.28, atom 10 (C): -0.78, atom 11 (H): 0.31, atom 12 (C): -1.36, atom 13 (H): 0.24, atom 14 (H): 0.32, atom 15 (H): 0.35, atom 16 (C): -1.17, atom 17 (H): 0.23, atom 18 (H): 0.06, atom 19 (C): -0.81



(iv) (12.4 kJ/mol below the next structure)



(i)
This record from OMol25 describes a cluster of 2 separate species, C5H14 in total. The level of theory is wB97M-V/def2-TZVPD.

Geometry as ORCA input:
```
! RIJCOSX wB97M-V def2-TZVPD def2/J DEFGRID3
* xyz 0 1
H -0.14 1.15 -0.93
H 0.49 1.37 1.51
C 1.67 -2.79 -0.32
H 2.24 -2.35 0.49
H 1.04 2.90 0.63
C -0.70 1.88 -0.22
C 0.23 2.22 0.93
H 0.07 -2.20 -1.53
H -1.64 -0.22 -0.25
C 0.49 -1.84 -0.61
H 0.95 -0.81 -0.72
H -1.75 0.76 1.34
C -1.76 0.71 0.17
H -0.25 -1.70 0.11
H -1.13 2.73 -0.61
H -0.37 2.85 1.61
H 1.34 -3.75 0.03
H -2.78 1.03 -0.18
H 2.40 -2.81 -1.18
*
```

The value obtained for the frontier orbital gap is 11.45 eV. For the lowest unoccupied orbital energy, the calculation gives 0.041 Ha. Its SMILES is CCC.CC.

Now the Mulliken charges, all in e: atom 1 (H): 0.13, atom 2 (H): 0.37, atom 3 (C): -1.08, atom 4 (H): 0.33, atom 5 (H): 0.32, atom 6 (C): -0.18, atom 7 (C): -1.28, atom 8 (H): 0.31, atom 9 (H): 0.22, atom 10 (C): -0.59, atom 11 (H): 0.10, atom 12 (H): 0.25, atom 13 (C): -0.90, atom 14 (H): 0.32, atom 15 (H): 0.43, atom 16 (H): 0.34, atom 17 (H): 0.33, atom 18 (H): 0.28, atom 19 (H): 0.27



(ii)
This record from OMol25 describes a cluster of 2 separate species, C5H14 in total. The level of theory is wB97M-V/def2-TZVPD.

Geometry as ORCA input:
```
! RIJCOSX wB97M-V def2-TZVPD def2/J DEFGRID3
* xyz 0 1
C 0.66 0.38 -1.51
H 0.43 -0.14 1.69
H 0.09 -1.17 2.98
H -1.64 1.31 2.80
H -2.01 -0.07 1.75
H 0.87 1.65 -3.29
H 2.03 0.34 -3.22
H 0.56 0.49 3.33
H -2.04 -0.28 3.49
C 0.06 -0.99 -1.20
C -1.52 0.24 2.68
H 0.80 -1.79 -1.26
C -0.04 -0.14 2.68
H -0.67 -1.22 -1.98
H -0.45 -0.94 -0.25
C 1.00 0.61 -2.98
H 0.38 0.02 -3.63
H -0.06 1.14 -1.18
H 1.54 0.57 -0.90
*
```

The value obtained for the frontier orbital gap is 12.52 eV. For the lowest unoccupied orbital energy, the calculation gives 0.042 Ha. Its SMILES is CCC.CC.

Now the Mulliken charges, all in e: atom 1 (C): -0.09, atom 2 (H): 0.05, atom 3 (H): 0.27, atom 4 (H): 0.26, atom 5 (H): 0.26, atom 6 (H): 0.32, atom 7 (H): 0.29, atom 8 (H): 0.34, atom 9 (H): 0.29, atom 10 (C): -1.05, atom 11 (C): -0.80, atom 12 (H): 0.27, atom 13 (C): -0.65, atom 14 (H): 0.39, atom 15 (H): 0.19, atom 16 (C): -1.16, atom 17 (H): 0.31, atom 18 (H): 0.23, atom 19 (H): 0.29



(iii)
This record from OMol25 describes a cluster of 2 separate species, C5H14 in total. The level of theory is wB97M-V/def2-TZVPD.

Geometry as ORCA input:
```
! RIJCOSX wB97M-V def2-TZVPD def2/J DEFGRID3
* xyz 0 1
C 0.06 0.90 -2.41
H 1.23 0.09 4.16
H -1.22 -0.09 -1.09
H 0.91 0.86 -3.01
H 0.06 1.91 -1.80
H -0.04 1.78 3.45
H -1.20 -1.39 -3.19
H 0.45 -0.58 -0.93
H -0.92 0.90 2.26
H -0.66 1.00 -3.22
H 0.53 -1.46 -3.29
H 0.88 -1.22 3.22
H 0.86 1.12 2.07
H -0.35 -2.34 -2.40
C 0.48 -0.29 3.59
C -0.38 -0.28 -1.65
C 0.06 0.97 2.80
C -0.36 -1.36 -2.72
H -0.38 -0.52 4.17
*
```

The value obtained for the frontier orbital gap is 12.15 eV. For the lowest unoccupied orbital energy, the calculation gives 0.040 Ha. Its SMILES is CCC.CC.

Now the Mulliken charges, all in e: atom 1 (C): -1.22, atom 2 (H): 0.30, atom 3 (H): 0.31, atom 4 (H): 0.42, atom 5 (H): 0.24, atom 6 (H): 0.34, atom 7 (H): 0.51, atom 8 (H): 0.12, atom 9 (H): 0.23, atom 10 (H): 0.33, atom 11 (H): 0.38, atom 12 (H): 0.34, atom 13 (H): 0.23, atom 14 (H): 0.48, atom 15 (C): -0.91, atom 16 (C): 0.09, atom 17 (C): -0.80, atom 18 (C): -1.66, atom 19 (H): 0.26



(ii) (117.9 kJ/mol below the next structure)



(i)
This record from OMol25 describes a cluster of 2 separate species, CH4NO3 in total. The level of theory is wB97M-V/def2-TZVPD.

Geometry as ORCA input:
```
! RIJCOSX wB97M-V def2-TZVPD def2/J DEFGRID3
* xyz -1 1
H 0.05 1.40 0.67
N -0.34 -1.16 -0.57
H -0.47 -2.10 -1.01
H -0.77 -1.09 0.34
O 1.04 0.39 0.45
O 1.90 -0.78 -1.34
O -0.74 2.03 1.04
H -1.65 1.75 1.00
C 0.99 -0.44 -0.57
*
```

The value obtained for the frontier orbital gap is 9.21 eV. For the lowest unoccupied orbital energy, the calculation gives 0.161 Ha.

Now the Mulliken charges, all in e: atom 1 (H): 0.45, atom 2 (N): -0.46, atom 3 (H): 0.19, atom 4 (H): 0.21, atom 5 (O): -0.75, atom 6 (O): -0.66, atom 7 (O): -0.78, atom 8 (H): 0.24, atom 9 (C): 0.58



(ii)
This record from OMol25 describes a cluster of 2 separate species, CH4NO3 in total. The level of theory is wB97M-V/def2-TZVPD.

Geometry as ORCA input:
```
! RIJCOSX wB97M-V def2-TZVPD def2/J DEFGRID3
* xyz -1 1
H 2.22 0.23 -0.81
H -1.27 0.09 0.99
N 1.32 0.20 -0.38
C 0.07 0.24 -1.14
H 1.24 0.49 0.57
H -1.44 -1.32 1.62
O 0.15 -0.18 -2.30
O -1.41 -0.41 1.88
O -0.88 0.64 -0.43
*
```

The value obtained for the frontier orbital gap is 8.98 eV. For the lowest unoccupied orbital energy, the calculation gives 0.163 Ha.

Now the Mulliken charges, all in e: atom 1 (H): 0.16, atom 2 (H): 0.43, atom 3 (N): -0.38, atom 4 (C): 0.56, atom 5 (H): 0.19, atom 6 (H): 0.26, atom 7 (O): -0.71, atom 8 (O): -0.72, atom 9 (O): -0.80



(iii)
This record from OMol25 describes a cluster of 2 separate species, CH4NO3 in total. The level of theory is wB97M-V/def2-TZVPD.

Geometry as ORCA input:
```
! RIJCOSX wB97M-V def2-TZVPD def2/J DEFGRID3
* xyz -1 1
H 1.08 0.87 0.66
H -1.04 0.63 -1.40
O -1.84 -0.05 0.13
O 0.32 -0.15 -1.42
O -1.89 0.85 -0.93
H 0.35 -0.41 1.69
H 1.89 -0.71 0.85
N 0.21 -0.81 -0.34
C 0.92 -0.21 0.78
*
```

The value obtained for the frontier orbital gap is 6.92 eV. For the lowest unoccupied orbital energy, the calculation gives 0.166 Ha.

Now the Mulliken charges, all in e: atom 1 (H): 0.28, atom 2 (H): 0.39, atom 3 (O): -0.56, atom 4 (O): -0.52, atom 5 (O): -0.42, atom 6 (H): 0.23, atom 7 (H): 0.26, atom 8 (N): -0.09, atom 9 (C): -0.57



(ii) (47.9 kJ/mol below the next structure)



(i)
This record from OMol25 describes the molecule C4H5NO3. The level of theory is wB97M-V/def2-TZVPD.

Geometry as ORCA input:
```
! RIJCOSX wB97M-V def2-TZVPD def2/J DEFGRID3
* xyz 0 1
O 0.53 -1.26 0.48
H -1.13 -2.07 -0.24
C 0.51 0.86 -0.48
H 1.83 -0.70 -1.04
C 1.42 -0.27 -0.13
C -0.48 0.92 0.65
N -0.72 -1.19 -0.15
H 2.16 -0.04 0.60
O 0.04 2.11 0.08
O -2.67 0.10 -0.11
H 0.03 0.74 -1.46
H -0.02 0.75 1.65
C -1.50 0.01 0.15
*
```

The value obtained for the frontier orbital gap is 10.45 eV. For the lowest unoccupied orbital energy, the calculation gives 0.031 Ha. Its SMILES is O=C1NOC[C@@H]2O[C@@H]12.

Now the Mulliken charges, all in e: atom 1 (O): -0.32, atom 2 (H): 0.23, atom 3 (C): 0.02, atom 4 (H): 0.28, atom 5 (C): -0.41, atom 6 (C): 0.12, atom 7 (N): -0.14, atom 8 (H): 0.30, atom 9 (O): -0.41, atom 10 (O): -0.56, atom 11 (H): 0.29, atom 12 (H): 0.28, atom 13 (C): 0.32



(ii)
This record from OMol25 describes the molecule C4H5NO3. The level of theory is wB97M-V/def2-TZVPD.

Geometry as ORCA input:
```
! RIJCOSX wB97M-V def2-TZVPD def2/J DEFGRID3
* xyz 0 1
H 2.03 2.33 1.14
O 1.30 -0.67 -1.36
C -0.26 1.95 1.51
O -0.46 -2.41 -1.16
H -0.56 1.26 2.45
C 1.22 1.44 1.29
C 0.02 -1.21 -0.96
C -0.62 -0.07 -0.10
N 0.16 1.12 0.38
H -0.88 2.93 1.53
H 1.32 0.67 1.93
O -1.72 -0.21 0.26
H 1.76 -1.33 -2.04
*
```

The value obtained for the frontier orbital gap is 9.53 eV. For the lowest unoccupied orbital energy, the calculation gives -0.012 Ha. Its SMILES is O=C(O)C(=O)N1CC1.

Now the Mulliken charges, all in e: atom 1 (H): 0.21, atom 2 (O): -0.43, atom 3 (C): -0.49, atom 4 (O): -0.52, atom 5 (H): 0.17, atom 6 (C): -0.27, atom 7 (C): 0.46, atom 8 (C): 0.47, atom 9 (N): -0.15, atom 10 (H): 0.25, atom 11 (H): 0.34, atom 12 (O): -0.41, atom 13 (H): 0.37



(iii)
This record from OMol25 describes the molecule C4H5NO3. The level of theory is wB97M-V/def2-TZVPD.

Geometry as ORCA input:
```
! RIJCOSX wB97M-V def2-TZVPD def2/J DEFGRID3
* xyz 0 1
O -1.89 0.57 1.29
C 1.25 -1.79 -0.65
H 1.44 -1.58 -1.70
C 0.10 0.18 -0.02
H 2.09 -1.47 -0.03
H 1.06 -2.85 -0.52
H 1.07 0.49 0.38
N 0.00 3.45 0.70
O -1.20 0.78 -1.01
O 0.05 -1.12 -0.23
C -0.51 2.42 0.60
H -2.40 -0.15 0.92
C -1.07 1.08 0.28
*
```

The value obtained for the frontier orbital gap is 9.92 eV. For the lowest unoccupied orbital energy, the calculation gives 0.011 Ha. Its SMILES is CO[C@H]1O[C@]1(O)C#N.

Now the Mulliken charges, all in e: atom 1 (O): -0.52, atom 2 (C): -0.64, atom 3 (H): 0.30, atom 4 (C): -0.19, atom 5 (H): 0.33, atom 6 (H): 0.22, atom 7 (H): 0.29, atom 8 (N): -0.39, atom 9 (O): -0.55, atom 10 (O): -0.25, atom 11 (C): -0.04, atom 12 (H): 0.35, atom 13 (C): 1.09



(iv)
This record from OMol25 describes a structure of composition C4H5NO3. The level of theory is wB97M-V/def2-TZVPD.

Geometry as ORCA input:
```
! RIJCOSX wB97M-V def2-TZVPD def2/J DEFGRID3
* xyz 0 1
H 2.16 -2.34 -0.53
H 1.61 -1.26 1.61
H -3.26 0.75 -0.44
O 1.48 2.18 0.01
C 1.64 -1.34 0.11
H -2.25 -0.97 0.15
O 2.13 0.06 -0.52
O 0.19 -1.06 -0.14
C 1.28 1.05 -0.06
C -0.01 0.33 -0.08
N -2.25 -0.02 -0.24
H -1.49 1.83 0.13
C -1.23 0.79 0.00
*
```

The value obtained for the frontier orbital gap is 8.46 eV. For the lowest unoccupied orbital energy, the calculation gives 0.011 Ha.

Now the Mulliken charges, all in e: atom 1 (H): 0.27, atom 2 (H): 0.25, atom 3 (H): 0.31, atom 4 (O): -0.48, atom 5 (C): -0.15, atom 6 (H): 0.24, atom 7 (O): -0.37, atom 8 (O): -0.41, atom 9 (C): 0.32, atom 10 (C): 0.13, atom 11 (N): -0.51, atom 12 (H): 0.44, atom 13 (C): -0.03



(ii) (18.8 kJ/mol below the next structure)